No. 1
DFT (the ωB97M-V functional and the def2-TZVPD basis) results for 4 unconnected molecules or ions with the total composition C26H57NO12PS in a non-equilibrium geometry.

Cartesian coordinates (Å):
C (4.211, 7.227, -3.478)
H (-4.231, 1.711, 4.954)
O (-0.150, -8.340, -3.002)
H (-0.116, -6.080, 1.201)
C (-1.263, -7.523, -2.651)
O (1.599, 2.133, -2.771)
O (-1.860, -10.031, -1.154)
H (0.724, -4.045, -0.347)
H (-0.142, -2.592, 3.535)
H (-4.579, 6.531, 3.223)
O (-0.941, -7.304, -0.238)
C (0.380, -3.111, 0.110)
O (-2.102, 3.588, 2.204)
H (-3.131, 3.817, 0.461)
O (-3.812, 4.964, 4.266)
H (4.220, 6.399, -4.221)
H (-0.219, -5.935, -1.640)
H (0.358, 1.071, -0.122)
H (7.941, 4.769, -1.953)
H (-0.531, 2.839, 3.267)
O (-1.375, -1.736, 2.090)
H (1.927, -1.686, 2.678)
H (5.496, 6.590, -0.627)
H (-2.897, -2.986, 1.578)
C (-0.183, -1.730, 2.859)
C (2.243, 4.888, -2.835)
C (-4.496, 3.162, 1.978)
O (3.338, 2.961, -1.083)
H (3.010, 4.789, -3.644)
H (-3.328, -11.470, -1.327)
H (-2.916, 2.135, 0.952)
C (2.396, 6.135, -1.904)
C (0.557, 0.303, -0.872)
O (-4.690, 2.286, 3.085)
H (7.056, 3.524, -1.015)
H (-5.215, 2.832, 1.222)
C (5.735, 4.975, -2.155)
C (-3.042, -10.508, -1.765)
C (0.170, -6.908, 0.545)
C (-0.662, -10.465, -1.776)
H (1.312, -1.934, -1.434)
C (-1.075, -6.592, -1.460)
H (-5.302, 3.886, 5.254)
H (7.129, 5.231, -0.392)
C (0.295, -9.318, -2.071)
H (0.464, -7.759, 1.163)
H (3.729, 7.765, -1.436)
H (0.461, 4.456, -0.908)
C (-0.986, 2.717, 2.282)
H (0.636, -8.841, -1.152)
H (3.565, 8.052, -3.852)
C (-2.304, -2.733, 2.460)
H (4.292, 5.279, -0.553)
C (1.072, -1.717, 1.997)
H (5.256, 4.002, -2.396)
H (-4.797, 4.177, 2.240)
H (-2.883, 2.398, 4.094)
H (-1.812, -3.648, 2.810)
H (-2.934, -10.612, -2.849)
C (-4.237, 3.831, 5.007)
C (-3.951, 2.524, 4.276)
N (1.381, 7.146, -2.430)
H (-0.170, -11.166, -1.094)
H (1.190, -9.755, -2.521)
S (-0.812, 6.748, -0.731)
H (-0.613, -3.330, 0.506)
H (-2.162, -8.130, -2.541)
O (-0.221, -0.843, -0.539)
H (-5.801, 5.563, 4.058)
H (-1.441, -6.891, -3.526)
P (2.088, 3.377, -1.769)
H (1.244, 4.998, -3.348)
O (0.980, 3.691, -0.573)
H (6.121, 5.430, -3.093)
H (-3.670, 3.829, 5.945)
C (-4.791, 5.975, 4.138)
H (-0.250, 2.983, 1.518)
H (-2.974, -2.352, 3.238)
H (5.262, 7.626, -3.426)
C (4.871, 5.921, -1.265)
H (1.137, -0.803, 1.408)
H (0.260, 0.682, -1.846)
H (-0.193, -0.826, 3.478)
H (1.628, 0.090, -0.859)
H (-1.273, 1.665, 2.170)
C (-3.121, 3.145, 1.325)
H (1.028, -6.623, -0.069)
O (1.292, -2.857, 1.172)
H (-0.870, -11.003, -2.708)
H (-4.732, 6.663, 4.987)
C (3.812, 6.810, -2.021)
C (7.045, 4.598, -1.308)
H (-0.352, -2.441, -1.784)
H (-3.836, -9.785, -1.573)
H (1.639, 2.486, -3.678)
C (0.317, -2.067, -0.997)
H (-1.971, -5.966, -1.371)
C (0.545, 7.070, -1.579)

Forces on atoms 1 to 2 (eV/Å):
0.7 0.4 0.5
-0.1 0.0 0.0

Computed properties:
Charge = -1
Frontier orbital gap = 5.1 eV
LUMO = 2.03 eV

***

No. 2
DFT (the ωB97M-V functional and the def2-TZVPD basis) results for a molecular structure, C26H58Br8N6O6 in a non-equilibrium geometry.

Cartesian coordinates (Å):
Br (-5.288, 1.804, 2.823)
H (-0.766, -0.414, 3.244)
H (1.292, 1.357, -6.292)
H (1.594, -1.460, 4.064)
H (-0.134, -2.216, 0.974)
Br (1.403, -0.656, -1.074)
H (2.819, 0.598, -2.772)
C (-0.223, 0.694, -4.209)
O (1.364, -2.497, 1.619)
C (2.223, -1.595, 1.529)
H (-0.989, 1.532, -1.532)
O (1.377, 3.817, -4.290)
C (-0.558, -1.218, 1.088)
H (0.098, 1.696, 1.461)
H (1.628, -3.544, -3.393)
H (-1.185, -0.907, -0.882)
O (2.937, -5.516, -2.469)
H (0.422, -2.546, -2.464)
H (2.506, 1.932, -5.197)
C (0.640, -1.516, 4.588)
O (0.922, 3.869, 2.381)
C (0.272, 3.457, -3.820)
H (-5.414, -0.708, 3.755)
N (1.116, 0.563, -4.292)
O (-1.945, -0.596, -2.993)
H (5.321, -0.620, 2.637)
H (-0.656, 3.318, 1.852)
C (4.293, -0.429, 2.330)
C (-4.827, -0.923, 1.632)
N (2.162, 2.224, 1.297)
N (-3.690, -1.001, -1.591)
H (1.273, 0.113, -2.245)
C (-2.568, 3.950, 1.194)
N (1.883, -3.850, -1.402)
H (-1.746, 2.353, -2.846)
Br (0.686, -3.258, 5.572)
O (-0.882, 1.087, -5.225)
H (-0.648, 0.640, -0.181)
H (-0.648, 0.628, -3.195)
C (2.007, 3.433, 1.964)
H (-2.731, 0.730, -0.905)
H (-4.674, -2.216, 0.054)
Br (-2.461, -1.295, 1.742)
C (-3.516, 0.038, -0.601)
H (2.849, 4.141, 1.996)
H (-1.675, 3.094, -1.244)
H (1.805, 4.012, -1.698)
C (1.897, 1.060, -5.435)
C (3.302, -2.306, 3.592)
H (-3.367, -2.058, -3.271)
Br (-2.186, -1.817, 4.792)
H (-3.187, 3.638, 2.035)
H (2.547, -3.092, 3.568)
H (2.102, -0.915, -3.340)
C (1.085, 1.234, 1.465)
H (-3.894, -0.285, 3.520)
C (-4.667, -1.963, -1.006)
H (3.766, 1.087, 1.277)
H (2.471, -5.589, -0.504)
H (1.056, 0.614, 0.570)
H (-4.508, -2.949, -1.442)
H (1.977, -3.897, 0.617)
H (-5.777, -0.635, 1.183)
H (0.151, -0.786, 1.794)
C (1.901, 0.136, -3.135)
Br (-2.332, 5.852, 1.275)
H (2.178, -0.828, 0.741)
H (-4.417, 0.625, -0.425)
H (-2.971, -0.390, 0.240)
H (-0.690, 3.517, 0.038)
C (1.433, -2.950, -2.500)
H (0.615, 3.502, -0.655)
C (-1.228, 3.199, 0.932)
C (1.156, 3.152, -1.535)
C (-4.848, -0.148, 3.010)
H (3.242, 1.546, -0.292)
C (-0.612, -1.406, 3.668)
H (-0.565, -2.113, 2.840)
N (3.237, -1.459, 2.402)
H (3.974, 0.259, 3.112)
C (-2.955, -1.217, -2.693)
C (1.655, -3.189, -0.147)
H (0.662, -0.734, 5.347)
C (3.413, 1.947, 0.707)
H (-5.697, -1.896, -1.358)
C (2.427, -5.077, -1.477)
Br (-1.936, 1.382, 0.426)
H (-3.256, 3.924, 0.349)
H (0.609, -3.032, 0.119)
H (-0.654, 3.333, -4.403)
H (1.165, 0.585, 2.337)
H (2.136, -2.215, -0.066)
H (4.184, -2.938, 3.691)
H (4.299, -0.007, 1.325)
H (4.192, 2.701, 0.815)
H (2.610, 0.334, -5.825)
C (-1.109, 2.519, -1.978)
N (0.094, 3.117, -2.539)
H (1.768, 2.276, -1.322)
H (3.125, -1.837, 4.561)
C (-0.440, -0.428, -0.247)
H (-3.997, -0.521, 1.051)
H (2.047, -2.060, -2.634)
Br (-4.854, -2.904, 1.841)

Forces on atoms 1 to 2 (eV/Å):
0.2 -1.8 0.1
0.2 0.0 0.9

Computed properties:
Frontier orbital gap = 7.3 eV
LUMO = -0.45 eV

***

No. 3
DFT (the ωB97M-V functional and the def2-TZVPD basis) results for a molecular structure, C26H58GaN4.

Cartesian coordinates (Å):
C (2.319, -4.105, -2.914)
C (2.801, -4.712, -1.605)
C (1.254, -6.191, -3.648)
H (-0.105, 2.402, -1.813)
H (3.175, -1.780, 4.269)
N (1.737, -2.383, 2.908)
H (3.278, -3.446, 3.771)
H (-2.015, 3.839, -0.794)
H (0.349, 2.342, -5.063)
C (0.764, -3.626, -5.552)
C (-0.177, -5.856, -3.208)
H (0.628, -2.870, -4.779)
H (-4.333, 3.895, 4.447)
H (-3.053, 2.675, 1.553)
Ga (0.706, 4.368, 1.868)
H (-0.151, -4.213, -5.627)
C (-2.863, 3.344, 5.911)
C (-3.322, 3.553, 4.610)
H (0.386, 6.640, 2.740)
H (-0.504, 5.616, 3.609)
C (-2.989, 3.603, 2.119)
H (0.220, -3.871, 3.092)
H (-3.548, 3.522, 6.728)
H (-3.676, 3.372, -1.143)
H (0.740, -0.855, 1.926)
H (-2.117, 2.327, -2.775)
H (1.219, -6.859, -4.512)
H (-1.277, 1.692, -4.818)
H (-0.527, 4.622, -5.360)
C (2.567, -2.664, 4.063)
H (-0.831, 2.240, 1.743)
H (2.015, -5.315, -6.023)
C (-0.183, 4.379, -2.744)
H (-3.098, 4.979, -1.600)
N (2.144, -5.089, -3.967)
C (-0.334, -1.131, 3.754)
H (-2.296, 4.259, 1.595)
C (1.021, -3.538, 2.411)
C (0.972, -1.143, 2.954)
H (-2.168, 4.038, -5.437)
H (-1.181, 2.766, 7.118)
C (-0.723, 2.708, 5.026)
H (3.069, -3.386, -3.255)
H (1.403, -3.527, -2.720)
H (3.040, -3.918, -0.898)
C (-1.206, 3.877, -4.935)
H (0.498, 5.016, -3.316)
C (0.565, 3.135, -2.263)
C (-2.818, 3.927, -1.527)
H (-0.647, -6.746, -2.784)
H (1.186, -2.953, 0.336)
H (2.040, -5.342, -1.142)
C (-2.487, 3.344, 3.511)
H (-0.901, -0.232, 3.500)
H (0.510, 1.953, 2.867)
C (-1.165, 2.901, 3.709)
H (1.624, -0.348, 3.321)
H (-0.799, -5.528, -4.039)
C (-0.703, 2.477, -5.312)
H (1.352, -2.285, 5.842)
H (0.301, 2.392, 5.166)
H (1.733, -4.367, 2.345)
H (-3.297, 3.383, -3.540)
H (0.020, -4.246, 0.640)
H (2.887, -3.907, -5.482)
C (-2.416, 3.382, -2.890)
H (1.168, -3.917, 5.189)
H (-0.389, -2.584, 1.050)
H (-0.160, -1.104, 4.829)
C (1.878, -3.107, 5.360)
H (0.040, 4.774, 0.436)
H (1.721, -6.781, -2.854)
H (3.700, -5.310, -1.759)
H (0.888, -3.102, -6.502)
H (-0.445, 4.967, -1.862)
H (2.627, -3.472, 6.067)
H (2.272, 4.022, 1.683)
H (-0.803, 2.328, -6.391)
C (-1.560, 2.923, 6.117)
H (-3.981, 4.047, 2.147)
H (1.281, 3.425, -1.492)
N (-1.394, 4.183, -3.532)
H (-0.198, -5.082, -2.440)
N (0.427, 5.746, 3.221)
C (-0.251, 2.668, 2.560)
H (-0.968, -1.991, 3.530)
H (1.124, 2.648, -3.064)
C (1.991, -4.506, -5.287)
C (0.425, -3.309, 1.030)

Forces on atoms 1 to 2 (eV/Å):
0.0 0.0 0.1
0.0 0.0 0.0

Computed properties:
Charge = -1
Frontier orbital gap = 6.7 eV
LUMO = 2.28 eV

***

No. 4
DFT (the ωB97M-V functional and the def2-TZVPD basis) results for 7 unconnected molecules or ions with the total composition C26H58N2O9PS6 in a non-equilibrium geometry.

Cartesian coordinates (Å):
H (1.382, -1.994, -1.887)
O (-7.539, 5.630, 1.307)
H (-0.566, 0.652, -4.171)
H (6.224, 0.888, 2.665)
H (5.478, -1.191, 1.174)
S (-1.792, -5.721, -1.583)
O (7.553, 0.852, 4.067)
N (0.902, -3.277, 0.835)
H (4.462, -2.921, 0.525)
H (0.018, -1.171, 2.272)
O (3.578, -2.685, -3.053)
H (1.343, 1.888, -3.103)
H (-0.522, -0.142, -5.765)
H (-2.606, 1.400, 1.552)
C (9.412, 0.934, 5.977)
H (-5.181, 0.741, -3.408)
H (-10.425, 5.246, -0.788)
H (-3.215, -6.053, -3.470)
H (-1.287, -0.819, 1.038)
H (0.260, 0.144, 0.903)
H (-1.587, -3.110, -0.099)
H (1.549, 2.908, -4.558)
H (-5.695, 4.773, 1.250)
C (-2.881, 2.449, 1.676)
C (1.463, -1.395, -0.904)
H (-9.043, 6.313, -1.142)
H (-2.727, 2.742, 2.716)
C (2.748, 1.230, 0.504)
C (-9.758, 4.231, 1.795)
O (-4.757, 2.384, -0.220)
H (-3.963, 4.917, 0.851)
C (3.381, -2.814, 0.184)
C (2.483, -2.326, 2.683)
C (3.476, -0.127, 0.386)
H (2.746, -2.512, -3.550)
C (-0.142, -0.900, 1.178)
H (-4.476, 4.653, 2.545)
H (9.556, 1.232, 7.017)
O (-2.163, 2.680, -3.380)
H (-2.106, -7.427, -3.245)
C (-0.875, -2.471, -0.726)
C (4.815, -0.270, 1.187)
H (-10.164, 5.100, 2.316)
H (-2.158, -7.608, -0.133)
O (0.706, -4.366, 0.106)
C (0.436, -2.032, 0.150)
H (2.213, -1.227, 2.551)
H (4.641, 3.072, 2.696)
H (3.230, -3.599, -0.655)
H (8.322, 3.393, 5.133)
C (2.309, -3.201, 1.325)
H (10.027, 1.552, 5.320)
H (-0.560, -3.017, -1.694)
C (4.324, 2.188, 2.028)
H (-1.348, -1.481, -1.075)
H (-3.546, -7.254, -2.197)
S (7.670, 1.110, 5.536)
H (-3.905, 0.619, -2.174)
P (4.008, -1.291, -2.121)
H (-2.267, 3.065, 1.016)
H (7.797, 3.132, 6.824)
H (-9.277, 3.568, 2.516)
S (-4.625, 2.637, 1.249)
H (3.614, -2.353, 2.918)
H (-0.686, -6.697, 0.291)
H (2.968, -5.353, 0.854)
C (-1.280, -7.096, -0.532)
C (-4.689, 4.423, 1.499)
C (-2.761, -6.719, -2.735)
S (1.654, 0.571, -5.094)
H (9.694, -0.113, 5.859)
N (3.124, 2.364, 1.282)
H (-0.422, 1.633, -5.660)
H (5.779, -2.332, -1.162)
S (-8.520, 4.758, 0.590)
C (1.894, 2.013, -4.036)
O (1.981, -0.640, -4.278)
C (3.008, -1.390, -0.467)
H (2.959, 2.108, -3.819)
O (5.686, -1.550, -1.763)
H (-10.557, 3.692, 1.285)
C (-4.383, 1.282, -2.896)
C (5.257, 0.957, 2.053)
O (-2.753, -4.891, -0.794)
S (-3.144, 1.807, -4.098)
H (1.803, -5.123, 2.355)
H (3.625, -4.613, 2.467)
C (2.702, -4.724, 1.779)
H (-4.790, 2.149, -2.376)
C (-0.144, 0.695, -5.176)
C (7.594, 2.897, 5.778)
H (-0.672, -7.792, -1.113)
H (1.775, 1.334, -0.105)
C (-9.621, 5.839, -0.348)
H (-3.663, 3.362, -5.833)
H (-4.658, 3.658, -4.385)
C (-4.242, 2.889, -5.039)
H (1.904, -2.771, 3.568)
H (-5.045, 2.296, -5.481)
H (-10.036, 6.607, 0.307)
H (6.591, 3.237, 5.519)
H (1.096, -0.333, -1.169)

Forces on atoms 1 to 2 (eV/Å):
0.1 0.8 1.6
-0.5 -0.1 -0.1

Computed properties:
Expectation value of S² = 0.7545
Frontier orbital gap (alpha / beta) = 7.9 / 7.7 eV
LUMO (alpha / beta) = 0.50 / 0.21 eV
2S+1 = 2

***

No. 5
DFT (the ωB97M-V functional and the def2-TZVPD basis) results for 4 unconnected molecules or ions with the total composition C26H58O6S in a non-equilibrium geometry.

Cartesian coordinates (Å):
H (2.731, -4.322, -3.005)
C (1.568, -0.288, 1.411)
H (-0.750, 1.961, -2.191)
O (3.026, -6.073, -3.959)
C (0.078, 7.073, 0.503)
C (1.909, 0.817, -2.562)
H (-2.165, -1.862, -3.496)
H (-0.362, 6.288, -0.115)
H (-0.068, 9.461, 1.939)
H (-0.445, 0.492, -1.257)
C (-1.525, 3.335, 2.921)
H (-0.950, 3.827, 2.135)
H (-2.128, -3.228, 2.026)
C (-1.702, 1.136, 3.897)
H (3.307, -7.843, -4.873)
H (0.462, -0.422, -3.751)
H (-3.598, 0.194, 4.292)
C (-2.060, -1.356, -2.516)
C (1.531, 7.259, 0.100)
C (-0.667, 0.856, -2.284)
H (2.026, -0.014, 2.378)
C (-3.185, 0.963, 3.637)
H (0.202, 7.051, 3.801)
H (2.414, -1.221, -3.133)
H (1.554, -9.109, -3.735)
C (2.965, -7.486, -3.900)
H (3.675, -7.869, -3.159)
C (1.568, -8.022, -3.641)
H (-1.391, 8.762, 2.867)
H (1.988, 8.101, 0.623)
H (-3.741, 1.885, 3.818)
H (-1.085, -1.701, -2.098)
H (-0.272, 3.992, 4.554)
O (-1.072, 1.990, 2.961)
C (2.648, -5.385, -2.775)
H (-2.853, -1.570, 2.036)
H (0.860, 0.535, 1.175)
H (-2.807, 0.672, -2.090)
H (1.477, 7.658, 2.763)
H (-4.398, -3.875, 0.675)
H (-4.612, -2.112, 0.566)
H (2.510, 1.536, -3.144)
H (0.465, -1.925, 2.484)
C (-0.307, 8.889, 2.838)
H (-0.212, -1.428, 0.942)
H (2.113, 6.368, 0.340)
C (0.752, -1.634, 1.457)
H (0.003, 9.482, 3.700)
H (0.447, 1.366, -4.057)
H (-1.513, 1.475, 4.921)
H (-0.502, 7.983, 0.312)
H (-2.574, 3.376, 2.612)
C (-2.015, 0.200, -2.715)
C (2.597, -0.330, 0.237)
H (2.870, 0.717, 0.006)
C (-2.872, -2.964, -0.595)
H (1.606, 7.453, -0.971)
C (-3.851, -2.911, 0.635)
H (3.403, -6.734, -1.250)
H (-4.060, -2.187, -2.319)
O (0.443, -3.921, 0.016)
H (-1.212, 0.165, 3.796)
H (1.594, -5.572, -2.545)
H (3.533, -0.852, 0.532)
C (2.040, -1.113, -1.000)
H (-2.891, -3.947, -1.102)
H (-1.941, 3.686, 5.023)
H (-3.679, -1.001, -1.027)
H (-1.551, 5.138, 4.101)
O (2.372, -3.760, 1.501)
C (0.391, 7.541, 2.844)
O (2.358, -2.511, -0.789)
C (-1.309, 4.082, 4.225)
C (-3.268, -1.845, -1.623)
C (3.529, -5.701, -1.580)
O (-0.087, 6.653, 1.846)
H (-2.299, 0.445, -3.761)
C (0.513, 0.576, -3.278)
H (3.761, -0.384, -2.221)
H (3.276, -5.052, -0.741)
H (0.942, -1.041, -1.129)
H (-3.355, 0.675, 2.598)
H (-1.832, -2.794, -0.252)
C (-3.072, -2.657, 1.980)
H (-3.776, -2.928, 2.793)
C (2.670, -0.536, -2.301)
H (4.583, -5.563, -1.829)
S (1.514, -3.027, 0.540)
H (1.221, -7.771, -2.637)
H (1.663, 1.329, -1.604)
H (0.855, -7.596, -4.350)

Forces on atoms 1 to 2 (eV/Å):
0.0 -0.1 -0.1
0.0 -0.1 -0.7

Computed properties:
Frontier orbital gap = 9.6 eV
LUMO = 0.42 eV
SMILES = CCCCCCCCCC[C@@H]1CCCS(=O)(=O)O1.CCOCC.CCOCC.CCOCC